# 1
Molecular formula: C22H36GeN4O5SSn
Method: DFT, wB97M-V/def2-TZVPD

```
! wB97M-V def2-TZVPD RIJCOSX def2/J DEFGRID3
* xyz 3 2
Sn -0.5558 -0.4430 0.2660
C -4.0455 -3.0484 0.4305
C -3.1493 -2.1565 -0.4033
C -3.9182 -1.0488 -1.0926
C -2.2711 -2.9447 -1.3542
O -2.1911 -1.4947 0.5818
Ge -2.2244 -0.8009 2.5146
O -1.5683 0.7873 1.4506
C -1.3505 2.2006 1.9381
C -0.5897 2.1160 3.2459
C -2.7385 2.7868 2.0977
C -0.5592 2.9085 0.8607
O -0.3557 -1.2047 2.1674
C 0.1942 -2.4383 2.8767
C -0.4494 -3.6775 2.2875
C -0.1561 -2.2564 4.3461
C 1.6901 -2.4573 2.6847
H -4.7649 -3.5341 -0.2288
H -4.6125 -2.4713 1.1623
H -3.4786 -3.8280 0.9366
H -4.5752 -1.4784 -1.8492
H -3.2483 -0.3533 -1.6015
H -4.5378 -0.4985 -0.3838
H -2.8877 -3.5279 -2.0380
H -1.6304 -3.6401 -0.8119
H -1.6625 -2.2787 -1.9768
H -1.1703 1.5904 4.0077
H -0.4022 3.1214 3.6233
H 0.3693 1.6105 3.1191
H -3.3120 2.2424 2.8492
H -3.2828 2.7715 1.1538
H -2.6598 3.8209 2.4346
H 0.4431 2.4800 0.7634
H -0.4359 3.9572 1.1321
H -1.0977 2.8665 -0.0899
H -1.5307 -3.6824 2.4326
H -0.0511 -4.5657 2.7769
H -0.2312 -3.7633 1.2200
H -1.2343 -2.2507 4.5262
H 0.2791 -1.3380 4.7405
H 0.2493 -3.0946 4.9125
H 1.9426 -2.5267 1.6285
H 2.0963 -3.3322 3.1925
H 2.1532 -1.5657 3.1053
N 2.1940 4.6018 -5.4877
C 1.8621 3.5830 -4.7195
C 2.0066 2.2436 -5.2077
C 1.6533 1.1916 -4.4082
C 1.1483 1.4551 -3.1270
C 1.0039 2.7531 -2.6146
C 1.3563 3.8155 -3.3959
S 0.6621 0.0323 -2.1806
O -0.7761 0.2300 -1.7730
O 0.9570 -1.1332 -2.9275
N 1.2373 0.1052 -0.6608
C 2.6393 -0.0964 -0.4482
N 3.3767 0.1286 -1.5193
C 4.6937 -0.0198 -1.3346
C 5.2211 -0.3626 -0.1003
C 4.3265 -0.5470 0.9387
N 3.0040 -0.4120 0.7646
H 2.5497 4.4657 -6.4286
H 2.1021 5.5622 -5.1741
H 2.3922 2.0752 -6.2056
H 1.7565 0.1728 -4.7548
H 0.6187 2.9132 -1.6179
H 1.2554 4.8312 -3.0349
H 5.3274 0.1433 -2.1970
H 6.2848 -0.4795 0.0440
H 4.6586 -0.8124 1.9347
*
```

As for the orbital gap (spin up / spin down): 8.40 / 5.85 eV. The LUMO energy (spin up / spin down) comes out at -9.41 / -11.98 eV. The HOMO energy (spin up / spin down) is -17.82 / -17.82 eV. The energy above the lowest of the compared OMol25 structures with the same formula, charge and spin comes out at 0.0 kcal/mol.

***

# 2
Molecular formula: C25H57AsBr3F6N8O8
Method: DFT, wB97M-V/def2-TZVPD

```
! wB97M-V def2-TZVPD RIJCOSX def2/J DEFGRID3
* xyz -1 1
As 0.6878 1.0473 -1.2619
F -0.4628 1.0141 -2.6338
F 1.6239 2.5015 -1.9391
F 1.7435 1.0045 0.2129
F -0.3268 -0.2336 -0.5045
F 1.8393 -0.1226 -2.0811
F -0.2373 2.3184 -0.4106
C 5.8124 -2.9516 0.8322
C 4.8517 -4.0913 0.9443
O 5.1754 -5.2183 1.4156
N 3.5413 -3.8860 0.7296
C 2.4677 -4.8451 0.7649
H 5.6479 -2.2163 1.6199
H 5.6488 -2.4941 -0.1436
H 6.8443 -3.3023 0.8156
H 3.2489 -2.9922 0.3610
H 1.4830 -4.3961 0.6350
H 2.4451 -5.2976 1.7563
H 2.5472 -5.5671 -0.0479
C 3.1352 7.6661 6.5370
C 2.4970 6.6925 5.5346
O 1.7810 5.7985 5.9297
N 2.7065 6.9053 4.2364
C 2.2518 6.0440 3.1487
H 4.2213 7.5739 6.5324
H 2.7582 7.5155 7.5486
H 2.8555 8.6631 6.1966
H 3.3105 7.6768 3.9913
H 2.8090 6.1801 2.2219
H 1.1827 6.0278 2.9367
H 2.4194 4.9985 3.4075
C -7.3092 -2.5795 -2.6002
C -7.7008 -1.2354 -1.9424
O -8.8724 -0.7727 -1.8882
N -6.7101 -0.4492 -1.5783
C -5.2561 -0.6204 -1.7920
H -8.0957 -3.1926 -3.0403
H -6.8872 -3.2212 -1.8267
H -6.6101 -2.3912 -3.4150
H -6.9555 0.4788 -1.2641
H -4.6805 -0.0072 -1.0987
H -4.9225 -0.1541 -2.7190
H -4.9241 -1.6584 -1.7712
C -4.6633 3.0650 7.0431
C -3.9385 2.1216 6.1769
O -4.2774 0.9473 6.1602
N -2.8327 2.4775 5.4592
C -2.0837 1.5746 4.5856
H -5.1244 3.9150 6.5401
H -3.9914 3.5892 7.7227
H -5.4203 2.6187 7.6880
H -2.3418 3.3334 5.6751
H -1.9470 0.5863 5.0247
H -1.1447 2.1157 4.4690
H -2.6158 1.4638 3.6408
C 3.0625 8.1817 -2.4701
C 2.6110 9.6095 -2.3995
O 1.6820 10.0745 -3.0684
N 3.2118 10.4028 -1.5168
C 2.9257 11.8253 -1.4562
H 3.8227 7.9884 -1.7133
H 3.5090 8.0932 -3.4604
H 2.1554 7.5902 -2.3457
H 3.8883 9.9952 -0.8873
H 3.8229 12.3967 -1.2181
H 2.1696 12.0715 -0.7108
H 2.6011 12.1450 -2.4464
C -3.1737 -9.1968 -2.2412
C -2.6687 -7.8492 -1.9304
O -2.0818 -7.5942 -0.8686
N -2.8279 -7.0173 -2.9301
C -2.4290 -5.6046 -3.0720
H -4.2383 -8.9657 -2.2778
H -3.0582 -9.9250 -1.4384
H -2.8639 -9.5605 -3.2209
H -3.2718 -7.3582 -3.7709
H -3.2414 -5.0780 -3.5726
H -1.6226 -5.4807 -3.7948
H -2.1275 -5.1736 -2.1173
C -5.9317 -7.5997 2.6641
C -5.9925 -6.0552 2.8833
O -6.9876 -5.5651 3.4374
N -4.9616 -5.3490 2.4895
C -4.7852 -3.9531 2.6431
H -4.9008 -7.8981 2.4740
H -6.4742 -7.8697 1.7581
H -6.3248 -8.1882 3.4932
H -4.2944 -5.8156 1.8918
H -3.7501 -3.7317 2.3829
H -4.9801 -3.6046 3.6573
H -5.3689 -3.3083 1.9862
C 7.4420 -1.5356 -4.0709
C 6.8683 -2.8772 -4.1261
O 7.5916 -3.8086 -4.4232
N 5.5336 -2.9047 -3.8997
C 4.8456 -4.1502 -3.8439
H 6.7291 -0.7737 -3.7553
H 7.7786 -1.1946 -5.0499
H 8.2882 -1.4304 -3.3919
H 5.0281 -2.0353 -3.8069
H 4.4546 -4.3829 -4.8344
H 4.0037 -4.0844 -3.1546
H 5.4635 -4.9991 -3.5512
C 4.3688 3.5645 -6.5062
Br 3.2513 5.0091 -7.3480
Br 6.1870 3.2931 -7.2627
Br 3.5276 1.8718 -6.9029
H 4.3286 3.7877 -5.4400
*
```

As for the orbital gap: 8.77 eV. The LUMO energy comes out at 1.10 eV. The HOMO energy is -7.67 eV. The energy above the lowest of the compared OMol25 structures with the same formula, charge and spin comes out at 102.3 kcal/mol.

***

# 3
Molecular formula: C4H6N2O
Method: DFT, wB97M-V/def2-TZVPD

```
! wB97M-V def2-TZVPD RIJCOSX def2/J DEFGRID3
* xyz 0 1
N -0.3513 -1.6581 -0.7783
C 0.2925 -0.2824 -0.8172
C -0.7227 0.7462 -0.8581
C -0.6553 1.6942 0.1626
C 0.3742 1.0998 0.9191
O 0.9233 1.5929 2.0382
N 0.8822 -0.0834 0.4686
H 0.3342 -2.4139 -0.7992
H -0.9644 -1.7671 -1.5868
H -1.4614 0.7547 -1.6680
H -0.9199 -1.7683 0.0751
H 0.4245 2.4150 2.1767
H 1.8440 -0.3294 0.6672
*
```

As for the orbital gap: 6.84 eV. The LUMO energy comes out at -0.12 eV. The HOMO energy is -6.97 eV. The energy above the lowest of the compared OMol25 structures with the same formula, charge and spin comes out at 115.6 kcal/mol.

***

# 4
Molecular formula: C16H18FN2
Method: DFT, wB97M-V/def2-TZVPD

```
! wB97M-V def2-TZVPD RIJCOSX def2/J DEFGRID3
* xyz 1 1
C -0.0804 -2.4538 2.7938
N 0.2009 -1.0970 2.3127
C -0.8024 -0.1334 2.7478
N 1.4793 -0.5866 2.5789
C 2.4686 -1.4033 2.6803
H -1.0610 -2.7529 2.3965
H 0.6738 -3.1618 2.4357
H -0.1273 -2.5067 3.8988
H -1.7665 -0.4114 2.3056
H -0.9050 -0.1234 3.8477
H -0.5089 0.8658 2.4146
H 3.4178 -1.0274 3.0798
H 2.4168 -2.4594 2.3707
F -3.6127 -2.5969 -3.8478
C -2.7029 -1.9164 -3.0828
C -2.0598 -2.5906 -2.0429
C -1.1593 -1.8790 -1.2593
C -0.8901 -0.4820 -1.4671
C 0.0220 0.1883 -0.5898
C 0.6607 1.4598 -0.7146
C 1.7319 1.7918 0.1875
C 2.3971 3.0070 0.1139
C 2.0215 3.9688 -0.8417
C 0.9833 3.6789 -1.7351
C 0.3243 2.4599 -1.6772
C -1.5927 0.1280 -2.5503
C -2.4764 -0.5715 -3.3630
H -2.2614 -3.6464 -1.8633
H -0.6305 -2.3946 -0.4556
H 0.3179 -0.3875 0.2885
H 2.0189 1.0600 0.9497
H 3.2170 3.2318 0.8014
H 2.5234 4.9337 -0.8844
H 0.6787 4.4119 -2.4852
H -0.4713 2.2926 -2.3900
H -1.4660 1.1791 -2.7620
H -2.9793 -0.0751 -4.1919
*
```

As for the orbital gap: 5.84 eV. The LUMO energy comes out at -5.80 eV. The HOMO energy is -11.64 eV. The energy above the lowest of the compared OMol25 structures with the same formula, charge and spin comes out at 0.0 kcal/mol.

***

# 5
Molecular formula: C4H7IN2O
Method: DFT, wB97M-V/def2-TZVPD

```
! wB97M-V def2-TZVPD RIJCOSX def2/J DEFGRID3
* xyz 0 1
C -0.1145 -0.5230 0.3109
C -0.6079 1.8335 0.0062
C 0.8880 -1.2619 -0.4740
C -2.3019 -0.4932 -0.9044
N 0.2038 0.9260 0.2905
N -1.4497 -0.8013 -0.1052
O -3.2013 -0.3825 -1.6221
I 3.2539 0.7928 2.1684
H -0.1182 -0.8665 1.3421
H -0.2738 2.9310 0.0688
H 0.7389 -1.0121 -1.5900
H 1.9317 -1.3172 -0.0180
H 0.5897 -2.2603 -0.2878
H -1.6766 1.6678 -0.2029
H 2.1379 0.7669 1.0176
*
```

As for the orbital gap: 10.34 eV. The LUMO energy comes out at 0.64 eV. The HOMO energy is -9.69 eV. The structure (SMILES) is C=N[C@H](C)N=C=O.I. The energy above the lowest of the compared OMol25 structures with the same formula, charge and spin comes out at 21.8 kcal/mol.

***

# 6
Molecular formula: C5H9BrO2S
Method: DFT, wB97M-V/def2-TZVPD

```
! wB97M-V def2-TZVPD RIJCOSX def2/J DEFGRID3
* xyz 0 3
C -0.6083 -0.0029 0.2589
C -3.5934 -0.9965 0.0853
C 3.8936 2.0148 0.0691
C -2.2952 -1.7432 0.0858
C 3.4464 0.8027 -0.7433
O -0.7974 0.2243 1.3992
O -1.1870 -1.0240 -0.4446
S 0.7725 0.9360 -0.4647
Br 3.9918 -0.7428 0.1105
H -4.0085 -0.7256 -0.8885
H -4.3671 -1.3949 0.5714
H -3.4614 -0.0768 0.7177
H 4.3290 2.5448 -0.8224
H 3.0347 2.6089 0.4279
H 4.4379 1.7028 0.9377
H -2.3837 -2.6200 -0.6069
H -2.0157 -2.1890 1.0445
H 0.8117 0.6813 -1.7376
*
```

As for the orbital gap (spin up / spin down): 8.32 / 8.30 eV. The LUMO energy (spin up / spin down) comes out at 0.74 / -1.50 eV. The HOMO energy (spin up / spin down) is -7.58 / -9.79 eV. The energy above the lowest of the compared OMol25 structures with the same formula, charge and spin comes out at 0.0 kcal/mol.

***

# 7
Molecular formula: C4H8O2
Method: DFT, wB97M-V/def2-TZVPD

```
! wB97M-V def2-TZVPD RIJCOSX def2/J DEFGRID3
* xyz 0 1
O 0.4876 -1.4702 0.5692
C 1.5158 0.5992 -0.9586
C 0.7816 1.1488 0.0014
C -0.6465 0.7420 0.1902
C -0.6800 -0.7189 0.7598
O -1.8201 -1.3976 0.3099
H 0.6194 -1.6908 -0.3626
H 1.0445 -0.0044 -1.7373
H 2.5986 0.6375 -0.9596
H 1.2535 1.7126 0.8034
H -1.2007 0.7905 -0.7603
H -1.1865 1.4038 0.8798
H -0.7414 -0.6626 1.8469
H -2.0259 -1.0901 -0.5821
*
```

As for the orbital gap: 10.57 eV. The LUMO energy comes out at 0.86 eV. The HOMO energy is -9.72 eV. The structure (SMILES) is C=CCC(O)O. The energy above the lowest of the compared OMol25 structures with the same formula, charge and spin comes out at 42.5 kcal/mol.

***

# 8
Molecular formula: C5H10N
Method: DFT, wB97M-V/def2-TZVPD

```
! wB97M-V def2-TZVPD RIJCOSX def2/J DEFGRID3
* xyz 1 1
C -2.0700 -0.3659 -1.2074
C -0.8452 -0.1316 -0.6502
C 0.4273 0.0548 -0.9097
C -1.7693 0.3833 0.3904
C 2.1637 -0.4780 0.7390
N 1.2516 0.6128 0.1647
H -2.4268 -1.4689 -1.3241
H 0.7882 -0.2744 -1.8956
H -2.7487 0.1104 -0.3164
H -2.0671 1.5351 0.5009
H -2.0659 -0.2542 1.1877
H 1.4592 -1.3305 1.1454
H 2.7006 -0.7103 -0.0472
H 2.7838 0.0458 1.5965
H 1.7025 1.4265 -0.3045
H 0.7163 0.8450 0.9306
*
```

As for the orbital gap: 8.75 eV. The LUMO energy comes out at -3.47 eV. The HOMO energy is -12.22 eV. The energy above the lowest of the compared OMol25 structures with the same formula, charge and spin comes out at 136.2 kcal/mol.